[1]
A 2-piece molecular cluster, C4H10OS overall in a non-equilibrium geometry. Source: the Open Molecules 2025 dataset; level of theory: ωB97M-V/def2-TZVPD.

XYZ file:
```
16
Properties=species:S:1:pos:R:3:forces:R:3
C 0.0323 2.6867 1.0120 0.7 1.4 3.4
S -0.6855 1.4385 2.1571 -0.7 0.1 -0.2
C -0.8257 2.2349 3.8215 0.9 -0.1 -1.3
H 0.5918 3.3696 1.7353 0.2 -1.1 -1.0
H -0.5818 3.4528 0.5786 -1.0 -0.5 -0.8
H 0.6979 2.1535 0.3693 0.3 0.0 -0.5
H -1.5227 3.0612 3.8648 -0.3 -0.1 0.0
H -1.0777 1.4152 4.4934 -0.1 0.2 0.0
H 0.1757 2.6074 4.0216 0.0 0.0 0.4
O 1.3805 -1.8306 -4.0307 0.2 0.0 0.0
C 0.4566 -2.4057 -3.5348 -1.3 0.2 0.6
C 0.4402 -3.7299 -2.8658 1.4 -1.8 0.4
H -0.6028 -2.0138 -3.5262 0.6 0.5 -0.4
H -0.4726 -3.9479 -2.3031 0.0 0.0 -0.7
H 1.2573 -3.9952 -2.1809 0.1 1.0 0.2
H 0.7366 -4.4969 -3.6120 -1.0 0.2 -0.1
```
Forces are in eV/Å.

Values from the calculation:
SMILES = CC=O.CSC
LUMO energy = 0.74 eV

Here are the Mulliken charges for atoms 1 to 5, given in e: -0.7687 -0.0741 -0.7906 0.1929 0.3073

***

[2]
A 2-piece molecular cluster, C4H10OS overall in a non-equilibrium geometry. Source: the Open Molecules 2025 dataset; level of theory: ωB97M-V/def2-TZVPD.

XYZ file:
```
16
Properties=species:S:1:pos:R:3:forces:R:3
C 2.4730 -1.1241 0.2000 2.0 -2.0 -1.1
C 1.3351 -0.1285 0.2239 -0.2 -0.4 1.3
S 0.5617 -0.0870 -1.3847 0.9 2.0 0.3
H 2.8690 -1.2481 1.1943 0.4 0.8 0.5
H 2.3735 -2.2521 0.0091 -1.2 1.6 -0.3
H 3.2790 -0.8572 -0.5209 -0.4 0.2 0.8
H 1.5992 0.8935 0.5277 0.5 -0.2 -0.8
H 0.6975 -0.3688 1.0943 -0.4 -0.4 -1.0
H 0.1479 -1.2977 -1.4681 -0.7 -2.0 0.1
O -0.7521 1.2625 1.1516 -2.4 0.5 -3.8
C -1.4011 1.3024 0.0719 0.1 -0.9 4.4
C -2.7966 0.6576 -0.0346 0.4 1.1 -0.3
H -0.9587 1.7724 -0.8123 0.3 0.2 -0.5
H -2.6642 -0.3296 -0.4624 0.1 -0.5 0.4
H -3.2634 0.6857 0.9480 0.2 -0.5 0.0
H -3.4998 1.1191 -0.7379 0.5 0.4 0.0
```
Forces are in eV/Å.

Values from the calculation:
2S+1 = 2
charge = +1
LUMO energy (spin up / spin down) = -3.79 / -8.97 eV

Here are the Mulliken charges for atoms 1 to 5, given in e: -1.2496 -0.2262 0.1242 0.3517 0.3676

***

[3]
One molecule with the formula C4H10OS2 in a non-equilibrium geometry. Source: the Open Molecules 2025 dataset; level of theory: ωB97M-V/def2-TZVPD.

XYZ file:
```
17
Properties=species:S:1:pos:R:3:forces:R:3
C -1.0208 -1.0101 0.9886 -1.0 -3.7 -1.0
C -2.2963 -0.3495 0.3774 1.2 3.4 4.1
O -2.8419 -0.8725 -0.7622 0.4 -0.4 -0.1
C 0.0807 -1.5053 -0.0614 -0.7 0.2 4.5
S 0.4992 -0.3706 -1.1924 1.5 5.2 -0.5
S 1.0377 1.3286 0.7120 -0.9 -1.9 -2.0
C 2.6797 1.7250 0.2908 3.8 -1.7 0.5
H -0.4992 -0.3033 1.5294 0.6 1.4 1.5
H -1.2594 -1.8991 1.6983 0.3 1.3 -1.3
H -3.0434 -0.2565 1.2319 0.6 -0.5 -1.3
H -1.8882 0.7731 0.3510 -1.2 -1.8 -1.0
H -2.0135 -1.1188 -1.1693 -0.1 -0.3 -1.5
H -0.3899 -2.2318 -0.6230 -0.4 -2.6 -1.0
H 1.0120 -1.7316 0.4899 -0.8 -0.9 -0.1
H 3.5574 1.4205 0.9720 -1.8 0.2 0.5
H 3.1524 1.0679 -0.4846 -1.2 1.1 -0.4
H 2.8578 2.7706 0.2154 -0.1 0.8 -0.9
```
Forces are in eV/Å.

Values from the calculation:
SMILES = CSSCCCO
LUMO energy = -1.61 eV

Here are the Mulliken charges for atoms 1 to 5, given in e: -0.6053 -0.2169 -0.4818 -0.9718 -0.0840

***

[4]
One molecule with the formula C4H10OS2 in a non-equilibrium geometry. Source: the Open Molecules 2025 dataset; level of theory: ωB97M-V/def2-TZVPD.

XYZ file:
```
17
Properties=species:S:1:pos:R:3:forces:R:3
C 2.0873 -0.1858 -0.1284 0.7 -3.6 -0.7
C -0.2086 1.1069 0.8964 -0.9 1.1 3.0
C 0.7366 -0.7580 -0.5929 0.1 2.9 -2.0
C -0.3250 0.3319 -0.3430 -2.1 -0.7 -1.5
O -2.0136 -1.5053 0.8782 0.4 1.8 -1.2
S -3.4623 0.7376 -0.1930 -0.2 0.5 -0.6
S -2.0329 -0.4854 -0.2418 0.6 -3.1 3.3
H 2.1525 -0.2660 0.9332 0.3 -0.5 0.8
H 2.9680 -0.6913 -0.6195 -1.0 0.2 0.7
H 2.2305 0.8081 -0.2899 0.0 2.9 -1.0
H -0.4351 0.4465 1.7571 0.6 0.0 -0.3
H 0.7424 1.6033 1.0802 0.2 -0.4 -0.3
H -0.9323 1.9209 1.1332 0.1 -0.5 -1.1
H 0.6832 -0.9116 -1.6956 0.5 -0.1 0.7
H 0.4693 -1.6585 -0.1487 -0.3 -1.6 1.2
H -0.5924 0.9432 -1.2197 0.9 0.1 0.1
H -2.0676 -1.4363 -1.2058 0.2 0.8 -1.0
```
Forces are in eV/Å.

Values from the calculation:
SMILES = CC[C@H](C)[S@@H](=O)=S
LUMO energy = 0.43 eV

Here are the Mulliken charges for atoms 1 to 5, given in e: -1.4995 -1.4294 -0.4117 0.1145 -0.6218

***

[5]
A 2-piece molecular cluster, C4H10S overall in a non-equilibrium geometry. Source: the Open Molecules 2025 dataset; level of theory: ωB97M-V/def2-TZVPD.

XYZ file:
```
15
Properties=species:S:1:pos:R:3:forces:R:3
C 0.8347 1.1436 1.4658 0.2 1.7 1.0
C 0.6249 -0.4046 1.6509 0.0 -2.1 0.6
C -0.6560 0.1112 1.8867 0.2 -0.1 -0.6
S -0.2042 0.2779 -1.3636 -0.1 0.0 0.0
C -0.4744 -1.3430 -2.1724 0.1 0.3 0.0
H 0.1900 1.7942 0.8623 -0.3 -0.5 -0.2
H 0.9994 1.6002 2.4402 0.1 0.1 -0.1
H 1.7660 1.1992 0.8927 -0.2 -0.5 -0.3
H 1.2063 -0.8097 2.4773 -0.1 0.6 0.3
H 0.8063 -0.9888 0.7584 -0.3 0.6 -0.5
H -1.3301 0.1820 1.0314 0.2 0.1 -0.3
H -0.9955 0.4029 2.8739 0.2 0.1 0.1
H -1.0033 -1.2068 -3.1149 -0.1 0.0 0.0
H 0.4909 -1.7964 -2.3957 0.0 -0.2 0.0
H -1.0596 -2.0123 -1.5416 0.0 -0.1 0.0
```
Forces are in eV/Å.

Values from the calculation:
LUMO energy = -1.30 eV

Here are the Mulliken charges for atoms 1 to 5, given in e: -1.0376 0.0157 -0.2132 -0.6006 -0.7796

***

[6]
A 2-piece molecular cluster, C4H10S overall in a non-equilibrium geometry. Source: the Open Molecules 2025 dataset; level of theory: ωB97M-V/def2-TZVPD.

XYZ file:
```
15
Properties=species:S:1:pos:R:3:forces:R:3
C -0.4147 1.0019 1.9350 1.1 0.8 -0.4
C 0.2965 1.8819 1.2161 -0.4 0.8 0.1
H -1.4685 1.1292 2.1613 -0.1 -0.7 -0.9
H 0.1664 0.1603 2.2832 -0.2 0.2 1.3
H -0.1173 2.4885 0.4117 -0.5 0.6 0.7
H 1.3282 2.1710 1.4366 0.2 -1.3 -0.6
C 0.4015 -0.4404 -1.9261 -0.4 -0.5 -0.1
C -0.3697 -0.8022 -0.6716 1.4 -0.8 0.8
S -0.4219 -2.6460 -0.5288 -0.9 -0.4 -0.6
H 1.4510 -0.6607 -1.7417 0.0 -0.2 -0.5
H -0.0497 -1.0769 -2.6891 0.6 0.1 -0.5
H 0.3080 0.5865 -2.2781 -0.1 0.1 0.4
H -1.2782 -0.2167 -0.5690 -0.2 -0.5 0.4
H 0.3040 -0.8080 0.1787 -0.3 1.7 0.1
H -0.1358 -2.7685 0.7818 -0.1 0.2 -0.2
```
Forces are in eV/Å.

Values from the calculation:
SMILES = C=C.CCS
LUMO energy = 0.92 eV

Here are the Mulliken charges for atoms 1 to 5, given in e: -0.6239 -0.4259 0.2868 0.2843 0.2531

***

[7]
One molecule with the formula C4H10S in a non-equilibrium geometry. Source: the Open Molecules 2025 dataset; level of theory: ωB97M-V/def2-TZVPD.

XYZ file:
```
15
Properties=species:S:1:pos:R:3:forces:R:3
C -1.4684 0.9835 0.9871 1.4 2.0 2.9
C -1.6865 0.0999 -0.2326 1.2 1.8 0.7
C -0.8139 -1.1498 -0.0341 -1.6 -1.1 -1.2
C 0.6706 -0.9158 0.2640 0.7 -0.2 0.6
S 1.6407 0.3835 -0.6619 -0.2 -0.4 -1.1
H -2.1578 1.8174 1.3648 0.6 -0.9 -1.7
H -0.4169 1.3902 1.0855 -1.1 0.2 -1.0
H -1.3827 0.4923 1.9589 -0.6 -1.3 -0.1
H -2.7221 -0.1442 -0.1698 -0.8 -0.5 -0.8
H -1.4219 0.7803 -1.0950 -0.4 -1.3 0.4
H -1.3236 -1.6533 0.8647 1.2 0.4 -1.1
H -0.9800 -1.8764 -0.9243 0.5 1.2 1.4
H 0.7228 -0.4533 1.2739 0.3 -1.3 -0.3
H 1.2156 -1.9210 0.0928 -0.6 1.8 0.8
H 2.0043 1.3253 0.2324 -0.5 -0.5 0.4
```
Forces are in eV/Å.

Values from the calculation:
SMILES = CCCCS
LUMO energy = 0.87 eV

Here are the Mulliken charges for atoms 1 to 5, given in e: -1.0941 -0.2607 -0.4636 -0.6292 -0.2307

***

[8]
A 2-piece molecular cluster, C4H10S overall in a non-equilibrium geometry. Source: the Open Molecules 2025 dataset; level of theory: ωB97M-V/def2-TZVPD.

XYZ file:
```
15
Properties=species:S:1:pos:R:3:forces:R:3
C -2.5077 4.9725 1.0443 -0.2 2.6 1.7
C -3.6662 4.2862 1.0792 1.5 -1.2 -0.5
H -1.6479 4.7308 1.7543 -1.2 -0.2 -1.3
H -2.4456 6.0881 0.7618 -0.1 -2.0 -0.4
H -3.4780 3.3184 1.6303 -1.2 0.9 -0.8
H -4.5862 4.4696 0.4415 1.3 -0.1 1.2
C 0.7406 -3.0956 0.5138 1.7 -0.6 -0.9
S 2.0150 -2.4792 -0.7522 0.1 0.1 0.1
C 1.2653 -0.8043 -1.1367 -0.7 0.1 -0.2
H 1.1342 -3.2230 1.5550 -0.3 0.6 -1.0
H 0.0618 -2.2906 0.3247 -1.2 -0.1 0.8
H 0.4186 -4.0935 0.1467 -0.1 0.9 0.2
H 1.3379 -0.2692 -0.1419 -0.6 -0.2 -1.4
H 0.1758 -1.0728 -1.4752 2.0 1.1 0.7
H 1.7972 -0.1439 -1.9659 -0.9 -1.9 1.8
```
Forces are in eV/Å.

Values from the calculation:
SMILES = C=C.CSC
LUMO energy = 0.96 eV

Here are the Mulliken charges for atoms 1 to 5, given in e: -0.4563 -0.3952 0.2002 0.2171 0.1883

***

It is found that the relative energy (zero: lowest compared OMol25 entry of this formula, charge and spin) values, taken in the order of the records, are 30.86; 30.96; 88.87; 61.72; 108.64; 55.58; 27.49; 57.43 kcal/mol.